Formula: C4H8O2
Source: OMol25
Level of theory: ωB97M-V/def2-TZVPD

Charge: 0
SMILES string: CC(C)=C(O)O
LUMO, eV: 0.6
ΔE to the lowest compared entry with this formula, charge and spin, eV: 2.8865
HOMO, eV: -7.73
Kohn-Sham gap, eV: 8.28

```
14
Properties=species:S:1:pos:R:3:forces:R:3
C -1.3000 -0.3596 -0.8260 0.32 -0.55 -0.08
C 0.0589 -0.0971 -0.1905 -0.15 1.54 0.51
C 0.7918 1.0672 -0.8183 -0.15 0.17 0.27
C 0.2530 -0.3703 1.1606 1.32 0.83 -1.94
O 0.8969 0.4326 2.0166 -0.49 -0.54 0.23
O 0.1118 -1.6420 1.4873 -0.87 -1.03 -2.19
H -1.9254 0.5412 -0.7905 0.07 -0.06 0.02
H -1.8399 -1.1734 -0.3385 -0.11 0.05 0.01
H -1.1752 -0.6366 -1.8759 -0.09 0.04 0.01
H 0.2361 2.0062 -0.7031 0.03 0.04 -0.10
H 0.9212 0.8934 -1.8902 -0.03 -0.02 0.08
H 1.7804 1.2179 -0.3790 -0.07 -0.05 -0.03
H 1.1109 -0.0997 2.8003 0.17 0.14 -0.14
H 0.0795 -1.7799 0.3473 0.05 -0.56 3.36
```
Forces are in eV/Å.

Formula: C5H9N
Source: OMol25
Level of theory: ωB97M-V/def2-TZVPD

Charge: 0
SMILES string: C=C/C=C/CN
LUMO, eV: 1.2
ΔE to the lowest compared entry with this formula, charge and spin, eV: 1.9556
HOMO, eV: -8.97
Kohn-Sham gap, eV: 10.18

```
15
Properties=species:S:1:pos:R:3:forces:R:3
C 1.2783 -2.7392 0.6365 0.53 -0.13 -0.05
C 0.2940 -1.8559 0.6359 -0.10 -0.28 -0.63
C 0.1571 -0.7605 -0.3677 -1.30 -0.22 1.20
C -0.1415 0.4549 0.0834 -0.35 -0.11 -0.69
C -0.4623 1.6052 -0.8580 0.02 -0.65 1.10
N -0.6048 2.8901 -0.1920 -0.34 0.57 0.04
H 1.4088 -3.5198 1.3734 -0.34 -0.01 0.12
H 2.0776 -2.7002 -0.0975 -0.09 0.15 -0.06
H -0.5273 -1.9455 1.3415 0.18 0.07 0.24
H -0.1458 -1.0167 -1.3761 1.04 -0.02 -0.47
H -0.3662 0.5445 1.1428 0.57 0.46 0.15
H -1.4065 1.3158 -1.3171 -0.02 0.26 -0.42
H 0.3334 1.6281 -1.5989 -0.12 0.18 -0.26
H -1.5647 3.2064 -0.1872 0.02 -0.02 -0.17
H -0.3301 2.8929 0.7810 0.29 -0.26 -0.08
```
Forces are in eV/Å.